{
  "formula": "C4H11OP",
  "method": "the ωB97M-V functional and the def2-TZVPD basis",
  "elements": ["C", "C", "C", "P", "C", "O", "H", "H", "H", "H", "H", "H", "H", "H", "H", "H", "H"],
  "coordinates": [[1.305, 0.959, 0.196], [0.583, -0.388, 0.192], [1.345, -1.429, -0.573], [-1.281, -0.415, -0.565], [-1.921, 1.230, -0.081], [-1.926, -1.130, 0.811], [1.245, 1.570, -0.691], [1.039, 1.488, 1.010], [2.293, 0.675, 0.271], [0.609, -0.716, 1.202], [2.330, -1.530, -0.003], [1.652, -1.028, -1.559], [0.655, -2.334, -0.824], [-3.045, 1.389, -0.165], [-1.370, 1.972, -0.808], [-1.639, 1.714, 0.876], [-1.875, -2.027, 0.713]],
  "forces_ev_per_angstrom": [[-0.92, -1.86, -2.50], [-1.69, 1.06, -2.01], [0.55, -0.50, -0.98], [1.24, 0.62, 2.58], [0.45, 2.84, -1.30], [-0.44, 2.90, -0.14], [-0.38, 0.06, -0.46], [-0.90, 2.05, 2.70], [2.60, -0.16, 0.39], [-0.94, -0.25, 1.07], [-1.28, -1.00, -0.81], [-0.23, -0.19, 0.25], [1.81, 1.01, 0.87], [1.45, -0.51, -0.30], [-1.34, -1.19, 0.83], [0.03, -1.06, -0.05], [-0.02, -3.82, -0.14]],
  "mulliken_charge": [-1.78, 0.44, -1.17, 0.13, -0.92, -0.48, 0.36, 0.45, 0.55, 0.29, 0.33, 0.30, 0.30, 0.33, 0.28, 0.30, 0.29],
  "orbital_gap_ha": 0.359,
  "e_tot_ev": -15661.720,
  "multiplicity": 1
}

---

{
  "formula": "C4H11OP",
  "method": "the ωB97M-V functional and the def2-TZVPD basis",
  "elements": ["C", "C", "C", "C", "O", "P", "H", "H", "H", "H", "H", "H", "H", "H", "H", "H", "H"],
  "coordinates": [[0.997, 1.147, 1.153], [-0.262, -1.330, -1.579], [1.067, 0.191, -0.061], [-0.048, -0.789, -0.183], [-0.032, -1.740, 0.847], [-1.771, 1.452, -0.071], [1.675, 0.894, 1.925], [0.021, 1.290, 1.559], [1.283, 2.136, 0.806], [-0.830, -2.245, -1.327], [0.751, -1.689, -2.000], [-0.930, -0.641, -2.111], [2.041, -0.247, -0.179], [1.036, 0.697, -1.013], [0.275, -1.393, 1.641], [-2.227, 1.053, 1.311], [-3.047, 1.215, -0.716]],
  "forces_ev_per_angstrom": [[0.60, 0.38, -1.57], [-0.04, -1.69, 1.72], [-0.71, 1.13, -0.02], [0.79, 0.48, 1.05], [-1.79, -0.55, -3.80], [-0.36, -1.33, 1.01], [0.69, -0.47, 0.88], [-0.61, -0.33, 0.32], [0.17, 0.18, 0.06], [0.02, 0.14, -0.84], [-1.59, 0.94, 0.16], [0.89, -0.36, -0.40], [0.62, -0.97, 0.57], [-0.32, 0.96, -0.13], [0.94, 1.33, 2.10], [0.25, 0.43, -1.47], [0.47, -0.27, 0.39]],
  "mulliken_charge": [-1.30, -1.17, -0.79, 0.43, -0.43, -0.10, 0.40, 0.38, 0.35, 0.35, 0.29, 0.30, 0.57, 0.33, 0.29, 0.04, 0.05],
  "orbital_gap_ha": [0.263, 0.297],
  "e_tot_ev": -15659.042,
  "multiplicity": 1
}

---

{
  "formula": "C4H11OPSm",
  "method": "the ωB97M-V functional and the def2-TZVPD basis",
  "elements": ["O", "C", "C", "C", "C", "P", "H", "H", "H", "H", "H", "H", "H", "H", "H", "H", "H", "Sm"],
  "coordinates": [[-2.915, -0.297, 1.292], [-1.796, -1.041, 0.680], [-0.476, -0.175, 0.851], [0.650, -0.561, -0.205], [1.613, 0.665, -0.388], [2.839, 0.492, -1.788], [-2.605, 0.531, 1.732], [-1.673, -2.009, 1.165], [-2.017, -1.114, -0.394], [-0.011, -0.314, 1.832], [-0.671, 0.954, 0.730], [0.219, -0.918, -1.143], [1.225, -1.342, 0.300], [2.190, 0.798, 0.535], [1.019, 1.565, -0.599], [2.896, 1.764, -2.433], [2.493, -0.525, -2.715], [-2.980, 1.526, 0.549]],
  "forces_ev_per_angstrom": [[-0.29, -3.89, 1.89], [2.18, 0.94, 0.02], [0.22, -0.15, -1.00], [0.00, 0.71, 1.05], [-0.25, -1.00, -0.31], [-0.79, 0.60, 0.12], [2.13, -5.53, 5.39], [-0.39, 0.05, -0.12], [-0.30, -0.34, 0.32], [-0.51, 0.23, 0.10], [0.32, -1.04, 0.15], [0.11, 0.03, 0.08], [-0.16, -0.26, -0.51], [-0.06, 0.25, -0.18], [0.48, 0.07, -0.09], [0.27, -0.55, 0.10], [0.15, 0.20, 0.21], [-3.11, 9.67, -7.22]],
  "mulliken_charge": [-0.35, -0.45, -0.36, -0.74, -0.74, 0.26, 0.34, 0.32, 0.45, 0.32, 0.07, 0.51, 0.38, 0.48, 0.42, 0.27, 0.25, 1.57],
  "orbital_gap_ha": [0.322, 0.235],
  "s2": 9.211,
  "e_tot_ev": -33527.370,
  "multiplicity": 6,
  "charge": 3
}

---

{
  "formula": "C4H11OS",
  "method": "the ωB97M-V functional and the def2-TZVPD basis",
  "elements": ["C", "C", "S", "H", "H", "H", "H", "H", "H", "C", "O", "C", "H", "H", "H", "H", "H"],
  "coordinates": [[-2.293, 0.935, -0.057], [-1.977, -0.173, 1.039], [-1.724, -1.794, 0.344], [-2.840, 0.555, -0.892], [-1.248, 1.292, -0.465], [-2.831, 1.864, 0.295], [-1.083, 0.114, 1.631], [-2.910, -0.066, 1.781], [-0.400, -0.738, -0.686], [1.474, -0.549, -0.036], [0.447, -0.264, -0.934], [2.776, 0.006, -0.744], [1.546, -1.564, 0.303], [1.364, 0.029, 0.969], [3.589, -0.250, 0.033], [2.851, 1.068, -0.957], [3.259, -0.465, -1.625]],
  "forces_ev_per_angstrom": [[2.74, 1.34, 0.59], [-2.33, 1.96, 1.06], [-0.45, -0.72, 0.02], [-0.40, -0.57, -0.44], [-2.08, -0.54, 0.53], [0.50, -0.94, 0.09], [-0.53, 0.15, -0.31], [1.86, -0.69, -1.20], [0.41, -0.37, 0.18], [0.64, 2.82, -0.52], [-0.04, 0.00, -0.17], [2.10, -1.73, 2.28], [0.10, -0.89, -0.39], [0.13, -0.48, -1.42], [-0.74, 0.81, -0.80], [-0.64, 0.22, 0.37], [-1.28, -0.36, 0.12]],
  "mulliken_charge": [-0.92, -0.44, -0.64, 0.29, 0.21, 0.33, 0.16, 0.23, 0.04, -0.03, -0.48, -1.12, 0.35, 0.13, 0.30, 0.28, 0.30],
  "orbital_gap_ha": 0.248,
  "e_tot_ev": -17208.997,
  "multiplicity": 1,
  "charge": -1
}

---

{
  "formula": "C4H11OS",
  "method": "the ωB97M-V functional and the def2-TZVPD basis",
  "elements": ["C", "C", "C", "C", "O", "S", "H", "H", "H", "H", "H", "H", "H", "H", "H", "H", "H"],
  "coordinates": [[-0.527, -0.393, 2.044], [0.165, 1.410, -1.855], [0.095, -1.598, -1.183], [0.209, 0.366, 0.923], [-1.918, 0.085, -0.714], [-0.496, 0.076, -0.722], [-1.640, -0.105, 2.122], [-0.589, -1.474, 1.708], [0.077, -0.461, 2.861], [0.705, 2.215, -1.368], [-0.676, 1.843, -2.343], [0.833, 1.080, -2.614], [-0.660, -2.399, -1.059], [0.922, -2.027, -0.539], [0.452, -1.548, -2.262], [1.237, -0.012, 0.764], [0.175, 1.440, 1.360]],
  "forces_ev_per_angstrom": [[-3.19, -2.33, -4.35], [0.36, -0.44, 0.75], [1.66, -0.73, -0.73], [0.28, 1.27, 1.32], [-1.10, 0.21, -0.22], [0.91, 0.33, 0.57], [2.07, 0.02, 0.40], [-0.06, 0.82, 0.41], [1.23, 0.53, 2.66], [-0.14, -0.23, 0.85], [-1.10, 0.02, -0.15], [0.48, -0.99, -0.52], [-0.41, 1.15, -0.23], [-0.54, 1.25, -0.64], [-0.53, -0.09, 1.40], [-0.24, 0.49, 0.43], [0.32, -1.27, -1.95]],
  "mulliken_charge": [-1.17, -1.07, -0.99, -0.50, -0.60, 1.18, 0.34, 0.31, 0.43, 0.36, 0.39, 0.40, 0.36, 0.37, 0.37, 0.43, 0.39],
  "orbital_gap_ha": 0.471,
  "e_tot_ev": -17199.877,
  "multiplicity": 1,
  "charge": 1
}

---

{
  "formula": "C4H11P",
  "method": "the ωB97M-V functional and the def2-TZVPD basis",
  "elements": ["C", "C", "C", "C", "P", "H", "H", "H", "H", "H", "H", "H", "H", "H", "H", "H"],
  "coordinates": [[-0.474, 0.556, -2.122], [-0.913, 1.429, 0.628], [-0.821, -1.579, -0.513], [2.174, -0.249, 1.211], [-0.148, 0.191, -0.486], [0.115, 0.087, -2.789], [-0.627, 1.678, -2.364], [-0.652, 1.318, 1.802], [-0.458, 2.299, 0.444], [-2.102, 1.418, 0.568], [-1.597, -1.755, 0.312], [-1.170, -1.661, -1.446], [0.001, -2.215, -0.170], [1.429, -0.514, 1.878], [3.048, -0.870, 0.968], [2.265, 0.774, 1.241]],
  "forces_ev_per_angstrom": [[-1.83, 4.80, 2.14], [-3.63, -4.06, 3.48], [1.05, 1.07, 6.20], [0.45, -0.97, -1.34], [0.55, -1.28, 0.04], [1.64, -1.90, -2.47], [0.33, -1.87, 0.32], [-0.54, -0.45, -2.72], [1.25, 3.66, -1.30], [2.60, 0.40, -0.03], [0.64, 0.45, -1.40], [-1.31, -0.93, -3.30], [-0.07, -0.13, -0.71], [-1.11, -1.31, 1.27], [-0.78, 0.25, 0.08], [0.76, 2.25, -0.28]],
  "mulliken_charge": [-1.05, -0.97, -1.09, -1.11, 0.63, 0.33, 0.25, 0.28, 0.38, 0.30, 0.28, 0.45, 0.31, 0.38, 0.28, 0.36],
  "orbital_gap_ha": [0.274, 0.280],
  "e_tot_ev": -13609.751,
  "multiplicity": 1
}

---

{
  "formula": "C4H11P3",
  "method": "the ωB97M-V functional and the def2-TZVPD basis",
  "elements": ["C", "C", "C", "C", "P", "P", "P", "H", "H", "H", "H", "H", "H", "H", "H", "H", "H", "H"],
  "coordinates": [[0.852, -0.379, 0.511], [2.702, -2.595, 0.903], [-2.537, 1.137, 0.148], [-0.649, 0.238, -1.763], [0.382, -1.112, -0.842], [0.695, 0.933, 1.614], [-1.086, 1.855, -0.879], [2.828, -2.521, 1.911], [2.183, -3.359, 0.321], [3.170, -1.954, 0.311], [-2.868, 0.151, -0.329], [-3.342, 1.825, 0.267], [-2.118, 0.830, 1.044], [0.044, 0.639, -2.474], [-1.551, -0.368, -2.295], [1.611, 0.726, 2.591], [1.575, 1.704, 0.938], [-1.892, 2.250, -1.977]],
  "forces_ev_per_angstrom": [[0.16, -1.22, 0.11], [-2.36, -2.22, -1.13], [0.48, -1.21, -2.84], [-1.44, -1.19, 0.21], [-0.57, 0.40, -0.89], [-1.35, 0.59, 0.18], [-1.55, -1.62, -0.08], [0.05, -0.25, 2.50], [-0.02, 0.00, 0.91], [2.20, 2.79, -2.23], [0.10, 1.57, 0.35], [-0.52, 0.39, 0.17], [0.61, -0.23, 2.09], [0.41, -0.30, -1.04], [2.03, 1.71, 1.14], [0.93, -0.78, 1.14], [0.81, 1.31, -0.63], [0.03, 0.25, 0.06]],
  "mulliken_charge": [0.23, -1.12, -0.84, -0.84, -0.11, -0.16, -0.02, 0.37, 0.34, 0.43, 0.24, 0.36, 0.24, 0.43, 0.31, 0.02, 0.04, 0.05],
  "orbital_gap_ha": [0.304, 0.281],
  "e_tot_ev": -32186.001,
  "multiplicity": 1
}

---

{
  "formula": "C4H11S2",
  "method": "the ωB97M-V functional and the def2-TZVPD basis",
  "elements": ["C", "S", "C", "H", "H", "H", "H", "H", "H", "C", "C", "S", "H", "H", "H", "H", "H"],
  "coordinates": [[-0.527, 1.991, -2.383], [-2.223, 1.801, -1.841], [-1.680, 1.144, -0.193], [-0.500, 2.560, -3.370], [-0.074, 0.944, -2.608], [-0.005, 2.582, -1.600], [-0.939, 1.635, 0.215], [-2.601, 1.115, 0.380], [-1.311, 0.199, -0.580], [0.923, -2.172, 2.125], [1.489, -1.500, 0.802], [1.433, 0.287, 1.027], [-0.044, -1.830, 2.309], [1.516, -1.629, 2.888], [1.042, -3.245, 2.218], [0.977, -1.875, -0.022], [2.524, -2.006, 0.632]],
  "forces_ev_per_angstrom": [[0.84, -0.44, -1.79], [0.10, 0.64, 0.58], [-4.45, -2.67, -3.76], [-0.07, -0.60, 1.24], [-0.41, 1.91, 0.79], [0.08, -0.74, -0.72], [3.62, 2.77, 2.08], [0.21, -0.44, 0.38], [-0.02, -0.45, 1.17], [2.61, 1.31, -0.60], [1.72, -1.46, 2.29], [0.36, 0.12, -0.40], [-1.90, 0.24, 0.06], [-0.15, -0.71, 0.00], [-0.05, -0.37, -0.10], [-1.44, -0.32, -1.67], [-1.05, 1.22, 0.44]],
  "mulliken_charge": [-0.70, -0.15, -0.75, 0.27, 0.24, 0.23, 0.25, 0.32, 0.22, -1.08, -0.60, -0.65, 0.30, 0.23, 0.35, 0.28, 0.22],
  "orbital_gap_ha": 0.209,
  "e_tot_ev": -25996.535,
  "multiplicity": 1,
  "charge": -1
}